# 1
Here is a molecular structure, C54H51AsBF2N2O5Pd from the OMol25 dataset. Energies are from ωB97M-V with the def2-TZVPD basis set.

```
117
Properties=species:S:1:pos:R:3
Pd -0.13 0.53 -1.63
C -5.80 -1.12 -0.59
C -4.67 -1.40 0.38
C -5.15 -2.07 1.64
O -3.99 -0.16 0.67
C -2.77 -0.11 0.02
C -2.81 -1.36 -0.90
O -3.68 -2.22 -0.20
C -1.62 -2.11 -1.54
O -0.69 -1.23 -2.14
C -2.27 -2.96 -2.66
C -3.00 -4.11 -2.35
C -3.59 -4.87 -3.35
C -3.46 -4.50 -4.68
C -2.73 -3.36 -5.00
C -2.14 -2.59 -4.00
C -0.83 -3.08 -0.64
C -1.18 -3.47 0.65
C -0.40 -4.39 1.35
C 0.74 -4.93 0.78
C 1.10 -4.55 -0.51
C 0.33 -3.64 -1.21
C -1.60 0.23 1.10
O -0.41 0.08 0.50
C -1.69 -0.59 2.38
C -2.75 -0.44 3.27
C -2.78 -1.14 4.47
C -1.74 -2.00 4.79
C -0.68 -2.16 3.92
C -0.65 -1.46 2.72
C -1.69 1.79 1.39
C -1.97 2.70 0.42
C -2.03 4.09 0.68
C -1.84 4.57 1.99
C -1.50 3.72 2.99
C -1.23 2.26 2.75
H -6.56 -0.51 -0.09
H -6.25 -2.06 -0.90
H -5.45 -0.58 -1.47
H -5.83 -1.40 2.17
H -4.31 -2.31 2.29
H -5.68 -2.98 1.38
H -2.76 0.75 -0.64
H -3.33 -0.97 -1.78
H -3.10 -4.42 -1.31
H -4.16 -5.76 -3.09
H -3.91 -5.09 -5.46
H -2.62 -3.06 -6.04
H -1.60 -1.70 -4.25
H -2.07 -3.08 1.12
H -0.70 -4.68 2.36
H 1.33 -5.65 1.33
H 1.98 -4.98 -0.98
H 0.60 -3.35 -2.21
H -3.56 0.24 3.04
H -3.61 -1.01 5.15
H -1.76 -2.55 5.73
H 0.14 -2.83 4.16
H 0.18 -1.59 2.04
H -2.18 2.40 -0.59
H -2.28 4.77 -0.13
H -1.98 5.62 2.20
H -1.38 4.07 4.00
H -1.72 1.69 3.54
C 5.43 0.83 -2.55
C 4.08 0.34 -2.96
C 3.70 -0.80 -3.64
C 2.29 -0.75 -3.72
N 1.84 0.34 -3.11
N 2.94 0.98 -2.65
C 1.38 -1.71 -4.41
H 6.19 0.13 -2.87
H 5.49 0.93 -1.47
H 5.65 1.80 -3.00
H 4.35 -1.56 -4.04
H 2.84 1.91 -2.29
H 1.80 -2.72 -4.39
H 1.26 -1.42 -5.46
H 0.41 -1.72 -3.93
F -2.12 0.83 -3.69
B -1.18 1.46 -3.02
F -1.07 2.76 -3.20
O 0.66 2.29 -1.03
As 1.70 2.28 0.32
C 2.89 3.67 -0.27
C 2.27 4.85 -0.66
C 3.01 5.86 -1.25
C 4.37 5.69 -1.47
C 4.99 4.51 -1.09
C 4.25 3.49 -0.49
C 1.19 2.82 2.08
C 0.33 1.95 2.97
C 0.63 2.15 4.42
C 1.31 3.22 4.88
C 1.86 4.16 3.98
C 1.85 3.90 2.59
C 2.75 0.69 0.65
C 2.53 -0.58 0.12
C 3.37 -1.63 0.48
C 4.43 -1.40 1.35
C 4.64 -0.14 1.88
C 3.80 0.91 1.54
H 1.20 4.98 -0.50
H 2.52 6.78 -1.55
H 4.95 6.48 -1.93
H 6.05 4.37 -1.26
H 4.75 2.58 -0.18
H 0.46 0.90 2.71
H 0.22 1.41 5.11
H 1.45 3.36 5.95
H 2.37 5.04 4.35
H 2.42 4.54 1.94
H 1.72 -0.80 -0.56
H 3.18 -2.62 0.08
H 5.10 -2.22 1.61
H 5.46 0.03 2.57
H 3.94 1.88 1.98
```

Total charge: +1
<S²>: 6.0845
Spin multiplicity: 5
Relative energy (zero: lowest compared OMol25 entry of this formula, charge and spin): 86.8 kcal per mole
E_HOMO (spin up / spin down): -9.5 / -10.6 eV

Mulliken atomic charge list, values in e, 4 entries: atom 1 (Pd): -0.15, atom 2 (C): -1.70, atom 3 (C): 1.48, atom 4 (C): -1.60

# 2
Here is 3 unconnected molecules or ions with the total composition C12H32N3O8P2 from the OMol25 dataset. Energies are from ωB97M-V with the def2-TZVPD basis set.

```
57
Properties=species:S:1:pos:R:3
C 1.57 4.45 0.40
P 2.82 3.34 -0.47
O 1.82 2.19 -1.28
C 3.83 2.30 0.81
N 3.00 1.05 1.00
C 5.12 1.79 0.06
O 5.55 2.52 -0.85
O 5.68 0.68 0.33
N 3.98 2.90 2.14
C 3.79 1.99 3.27
O 4.21 2.68 4.47
O 3.84 1.94 5.59
P 5.00 4.27 2.40
N 4.30 5.66 1.59
O 6.48 4.15 1.59
H 1.96 5.49 0.31
H 1.42 4.19 1.49
H 0.60 4.44 -0.16
H 1.08 2.04 -0.66
H 3.14 0.45 0.19
H 2.02 1.29 1.15
H 2.68 1.82 3.42
H 4.34 1.02 3.22
H 3.40 1.11 5.32
H 3.37 5.79 2.00
H 4.26 5.52 0.58
H 7.17 4.02 2.26
C -3.28 -0.34 -1.61
C -1.97 -0.39 -0.84
O -1.77 0.72 0.01
C -2.72 0.90 1.05
C -2.76 -0.26 2.03
H -3.39 0.61 -2.13
H -3.32 -1.15 -2.34
H -4.14 -0.45 -0.94
H -1.14 -0.37 -1.56
H -1.87 -1.32 -0.28
H -3.71 1.10 0.63
H -2.42 1.80 1.58
H -3.14 -1.17 1.57
H -3.41 -0.02 2.88
H -1.76 -0.48 2.41
C -2.17 -4.49 -3.65
C -2.72 -4.63 -2.24
O -4.09 -4.29 -2.12
C -5.00 -5.07 -2.87
C -5.00 -6.54 -2.48
H -2.40 -3.50 -4.05
H -1.09 -4.64 -3.66
H -2.62 -5.23 -4.33
H -2.18 -3.94 -1.59
H -2.54 -5.64 -1.85
H -4.82 -4.94 -3.95
H -5.99 -4.65 -2.68
H -4.06 -7.02 -2.75
H -5.81 -7.06 -3.00
H -5.14 -6.65 -1.41
```

Total charge: -1
Spin multiplicity: 1
Relative energy (zero: lowest compared OMol25 entry of this formula, charge and spin): 31.3 kcal per mole
E_HOMO: -4.1 eV

Mulliken atomic charge list, values in e, 4 entries: atom 1 (C): -1.03, atom 2 (P): -0.21, atom 3 (O): -0.36, atom 4 (C): 0.53

# 3
Here is a molecular structure, C28H68BN6NbO6P3 from the OMol25 dataset. Energies are from ωB97M-V with the def2-TZVPD basis set.

```
113
Properties=species:S:1:pos:R:3
C 6.23 -3.08 4.25
C 5.86 -3.11 2.62
O 6.21 -1.86 1.92
P 5.04 -0.59 2.21
O 5.11 -0.11 3.72
C 3.23 -1.14 1.80
C 2.22 -0.05 2.54
C 0.68 -0.44 2.07
Nb -0.88 -0.20 3.71
C -2.12 1.13 2.26
C -3.48 0.22 1.94
C -3.79 -0.49 0.49
C -5.19 -1.41 0.37
C -6.20 -1.56 1.69
C -5.89 -0.84 3.15
C -6.80 -0.99 4.50
C -4.51 0.06 3.24
B 0.15 1.60 4.67
C 0.06 3.17 4.18
O 0.99 1.32 5.89
O 5.42 0.69 1.08
C 5.14 2.02 1.65
C 6.50 2.69 2.28
H 7.19 -2.44 4.39
H 6.48 -4.20 4.56
H 5.32 -2.74 4.92
H 4.76 -3.48 2.46
H 6.56 -3.96 2.16
H 3.01 -1.16 0.64
H 3.00 -2.18 2.33
H 2.39 1.06 2.19
H 2.36 -0.21 3.69
H 0.37 0.10 1.05
H 0.72 -1.60 1.79
H -1.77 -1.67 3.08
H -2.21 -0.02 4.94
H 0.10 -1.30 4.81
H -2.50 2.12 2.80
H -1.52 1.42 1.30
H -3.03 -0.39 -0.42
H -5.45 -1.98 -0.65
H -7.15 -2.23 1.60
H -6.95 -2.14 4.72
H -7.80 -0.37 4.49
H -6.14 -0.57 5.40
H -4.25 0.57 4.28
H -0.48 3.33 3.16
H 1.16 3.62 4.20
H -0.57 3.74 5.02
H 0.49 0.53 6.31
H 4.79 2.71 0.77
H 4.32 2.04 2.48
H 7.16 1.78 2.69
H 6.26 3.46 3.16
H 7.04 3.26 1.39
O -3.39 -4.89 -1.27
P -3.05 -5.73 -2.52
N -3.20 -4.38 -3.54
C -4.28 -4.06 -4.45
C -2.25 -3.29 -3.37
N -4.53 -6.61 -2.48
C -5.50 -6.72 -3.55
C -5.24 -6.69 -1.20
N -2.65 -6.69 -3.97
C -2.15 -8.02 -3.54
C -1.66 -6.18 -4.93
H -4.47 -4.88 -5.14
H -4.06 -3.21 -5.09
H -5.20 -3.83 -3.90
H -1.26 -3.58 -3.74
H -2.14 -3.02 -2.31
H -2.54 -2.37 -3.89
H -6.16 -5.85 -3.60
H -6.14 -7.60 -3.41
H -5.05 -6.87 -4.54
H -5.78 -5.75 -0.99
H -4.55 -6.89 -0.38
H -5.97 -7.51 -1.19
H -1.21 -7.92 -3.00
H -2.01 -8.68 -4.40
H -2.86 -8.52 -2.88
H -0.71 -5.93 -4.44
H -2.01 -5.30 -5.48
H -1.45 -6.93 -5.71
O 1.61 4.58 -0.29
P 1.58 5.32 -1.65
N 3.21 4.96 -1.95
C 4.35 5.85 -1.86
C 3.58 3.56 -2.12
N 1.43 6.88 -0.93
C 2.31 8.01 -1.14
C 0.91 6.95 0.44
N 1.55 6.16 -3.21
C 0.15 6.48 -3.56
C 2.11 5.51 -4.41
H 4.21 6.74 -2.47
H 5.27 5.40 -2.25
H 4.54 6.14 -0.82
H 3.23 3.20 -3.09
H 3.14 2.93 -1.34
H 4.66 3.39 -2.09
H 3.22 7.94 -0.53
H 1.81 8.95 -0.87
H 2.60 8.15 -2.19
H 1.67 6.67 1.17
H 0.04 6.29 0.56
H 0.55 7.96 0.69
H -0.43 5.56 -3.72
H 0.09 7.11 -4.46
H -0.35 7.04 -2.76
H 1.68 4.52 -4.56
H 3.20 5.41 -4.36
H 1.93 6.12 -5.30
```

Total charge: -1
Spin multiplicity: 1
E_HOMO: -4.0 eV

Mulliken atomic charge list, values in e, 4 entries: atom 1 (C): -0.81, atom 2 (C): -0.26, atom 3 (O): -0.47, atom 4 (P): 1.12

Which value of spin multiplicity does entry 3 give? 1

The highest total charge belongs to which entry? C54H51AsBF2N2O5Pd

spin multiplicity of number 2 (C12H32N3O8P2)? 1